DFT (the ωB97M-V functional and the def2-TZVPD basis) results for H24O12 as an isolated structure at a distorted geometry.

```
36
Properties=species:S:1:pos:R:3:nbo_charge:R:1
O -36.924 35.837 39.829 -0.935
H -37.312 34.934 39.612 0.485
H -37.203 36.316 39.030 0.455
O -36.894 39.817 40.778 -0.996
H -37.678 40.151 40.078 0.502
H -36.061 40.161 40.467 0.501
O -38.364 38.196 43.618 -0.945
H -37.629 37.852 43.155 0.477
H -38.288 39.204 43.483 0.462
O -31.635 35.778 42.494 -0.970
H -31.464 34.999 43.063 0.475
H -32.360 35.611 41.882 0.492
O -33.591 34.228 40.638 -1.010
H -33.670 34.573 39.671 0.527
H -32.633 34.116 40.956 0.480
O -35.757 38.071 42.519 -0.864
H -35.017 38.393 43.049 0.511
H -36.096 38.648 41.886 0.511
O -32.235 37.802 40.344 -0.992
H -33.136 37.606 40.684 0.488
H -31.759 38.190 41.234 0.471
O -35.266 34.209 42.755 -0.958
H -35.776 34.944 42.798 0.452
H -34.747 34.375 41.993 0.489
O -34.078 39.981 40.028 -0.952
H -34.162 39.970 39.089 0.466
H -33.556 39.450 40.485 0.498
O -34.672 36.923 41.344 -1.018
H -35.101 36.532 40.670 0.466
H -35.260 37.538 41.710 0.420
O -34.048 34.951 37.933 -1.009
H -33.898 35.959 38.015 0.526
H -34.695 34.635 37.206 0.496
O -34.623 37.564 38.008 -0.928
H -34.610 38.708 38.231 0.458
H -35.722 37.683 37.734 0.470
```

Output
E   -24953.793 eV
ΔE to the lowest compared entry with this formula, charge and spin   762.4 kJ/mol
Highest occupied orbital energy   -0.3673 Eh
LUMO   -1.0 eV
Gap between HOMO and LUMO   0.3324 Eh